A cluster of 9 separate species, FH16O8 in total at a distorted geometry, computed with the ωB97M-V functional and the def2-TZVPD basis.

ORCA input file:
```
! wB97M-V def2-TZVPD RIJCOSX def2/J DEFGRID3
* xyz -1 1
H -2.609 -8.963 -4.656
H -3.657 -9.030 -2.583
O -7.685 -7.669 -4.860
H -5.260 -9.453 -6.730
F -4.233 -8.845 -4.121
H -2.948 -6.637 -5.412
H -7.486 -7.186 -4.106
H -1.563 -7.086 -5.667
O -1.647 -9.163 -4.837
H -3.501 -5.888 -3.567
H -5.024 -8.677 -5.557
H -4.435 -11.258 -5.934
H -5.459 -9.421 -3.117
H -1.317 -8.746 -4.048
O -6.180 -9.873 -2.629
H -4.377 -10.363 -4.763
O -2.384 -6.767 -6.197
H -4.049 -7.359 -4.029
O -4.563 -11.287 -4.956
H -6.809 -7.823 -5.270
O -4.090 -6.369 -4.231
O -3.336 -9.132 -1.651
H -3.263 -10.050 -1.410
H -5.913 -9.869 -1.695
O -5.653 -8.745 -6.274
*
```

The energy above the lowest of the compared OMol25 structures with the same formula, charge and spin comes out at 1.555 eV. The HOMO energy is -7.16 eV.

Here are the natural (NBO) charges for atoms 1 to 6, given in e: 0.494, 0.501, -0.958, 0.459, -0.803, 0.476